[1]
{"formula": "C38H53BrNNiP3", "method": "ωB97M-V/def2-TZVPD", "species": ["N", "C", "C", "C", "C", "C", "C", "Ni", "P", "C", "C", "C", "C", "C", "C", "C", "Br", "H", "H", "H", "H", "H", "H", "H", "H", "H", "H", "P", "C", "C", "H", "H", "H", "H", "H", "C", "C", "H", "H", "H", "H", "H", "C", "C", "H", "H", "H", "H", "H", "C", "C", "H", "H", "H", "H", "H", "C", "C", "H", "H", "H", "H", "H", "C", "C", "H", "H", "H", "H", "H", "C", "P", "C", "C", "C", "C", "C", "C", "C", "C", "C", "C", "C", "C", "H", "H", "H", "H", "H", "H", "H", "H", "H", "H", "H", "H", "H"], "xyz": [[6.0017, -3.3532, 4.5023], [5.0976, -2.6027, 5.1392], [4.1947, -1.7434, 4.4855], [4.1539, -1.7215, 3.0649], [5.1045, -2.5610, 2.4157], [6.0001, -3.3285, 3.1684], [3.1623, -1.0259, 2.2574], [1.4428, -0.3437, 0.5586], [-2.3499, -1.7938, -3.0769], [2.5985, -1.7360, 1.1226], [1.5404, -2.7972, 1.3070], [1.5133, -3.8805, 0.3864], [0.6268, -4.9447, 0.5633], [-0.2934, -4.9135, 1.6361], [-0.2234, -3.8836, 2.6063], [0.7456, -2.8825, 2.4741], [-1.5953, -6.2120, 1.7290], [2.9574, 0.0356, 2.4685], [3.3831, -2.0172, 0.4148], [3.5060, -1.1592, 5.0934], [5.1554, -2.6479, 1.3317], [5.0993, -2.7038, 6.2283], [6.7320, -3.9647, 2.6651], [2.2235, -3.9010, -0.4518], [0.8780, -2.1422, 3.2613], [0.6212, -5.7654, -0.1604], [-0.9233, -3.8546, 3.4498], [2.5070, 0.4599, -1.0813], [-3.6961, -2.8181, -2.3309], [-4.5797, -3.5798, -3.3294], [-4.3128, -2.1109, -1.7487], [-3.1981, -3.5201, -1.6396], [-5.3134, -4.1698, -2.7674], [-5.1338, -2.8890, -3.9777], [-3.9998, -4.2674, -3.9615], [-0.9049, -2.8937, -2.9785], [-0.6942, -3.4442, -4.3989], [-1.1280, -3.6882, -2.2486], [-0.0375, -2.3145, -2.6262], [0.2224, -4.0358, -4.4624], [-1.5332, -4.0871, -4.7046], [-0.6246, -2.6208, -5.1229], [-2.2878, -0.3375, -2.0107], [-3.2790, 0.6969, -2.5740], [-1.2555, 0.0404, -2.0093], [-2.5597, -0.6734, -0.9980], [-2.9410, 1.7173, -2.3668], [-3.3923, 0.5842, -3.6647], [-4.2750, 0.5672, -2.1307], [1.6872, 1.8862, -1.8832], [2.5516, 2.7659, -2.7670], [1.2019, 2.4788, -1.0969], [0.8662, 1.4641, -2.4800], [3.2105, 3.4157, -2.1841], [3.1787, 2.1777, -3.4423], [1.9084, 3.4183, -3.3737], [2.2576, -0.8131, -2.3805], [3.4395, -1.7160, -2.6765], [1.9378, -0.2624, -3.2756], [1.4044, -1.4097, -2.0310], [4.3831, -1.1696, -2.7536], [3.5665, -2.4914, -1.9141], [3.2757, -2.2232, -3.6366], [4.3201, 0.6712, -1.0517], [4.8582, 1.4677, 0.1328], [4.6155, 1.1420, -2.0061], [4.7912, -0.3234, -1.0075], [5.9415, 1.6257, 0.0150], [4.3637, 2.4432, 0.2442], [4.7339, 0.9084, 1.0721], [1.5184, 2.0862, 2.8621], [0.4603, 1.2208, 1.6293], [-1.0267, 0.8130, 2.6364], [-1.7927, -0.3157, 2.3074], [-2.9898, -0.5592, 2.9840], [-3.4600, 0.3437, 3.9408], [-2.7102, 1.4847, 4.2464], [-1.4847, 1.6996, 3.6158], [-0.2867, 2.6857, 0.7710], [0.3075, 3.9610, 0.7867], [-0.3156, 5.0246, 0.1324], [-1.5356, 4.8272, -0.5201], [-2.1283, 3.5580, -0.5485], [-1.5064, 2.4954, 0.0999], [1.8676, 1.3725, 3.6223], [0.9876, 2.9042, 3.3763], [2.3897, 2.4855, 2.3188], [-1.4548, -0.9899, 1.5205], [-3.5633, -1.4536, 2.7454], [-4.4043, 0.1643, 4.4538], [-3.0731, 2.2125, 4.9694], [-0.9041, 2.5853, 3.8722], [1.2440, 4.1347, 1.3187], [0.1567, 6.0093, 0.1495], [-2.0384, 5.6682, -0.9957], [-3.0862, 3.3998, -1.0540], [-1.9920, 1.5154, 0.1177]], "lumo_energy_ev": [-6.080, -8.941], "charge": 2, "spin_multiplicity": 3, "homo_lumo_gap_ha": [0.237, 0.148], "e_homo_ev": [-12.52, -12.98], "largest_force_ev_per_a": 3.27}

---

[2]
{"formula": "C3H2N2S2", "method": "ωB97M-V/def2-TZVPD", "species": ["C", "C", "C", "N", "N", "S", "S", "H", "H"], "xyz": [[0.1130, 0.3327, 0.7946], [-0.2685, 0.5136, -0.5849], [-0.4250, 2.3302, 0.4522], [0.0011, 1.4770, 1.4231], [-0.5933, 1.7692, -0.7716], [-0.7175, 3.9795, 0.6826], [-1.1537, 4.6114, -1.0811], [0.4596, -0.5571, 1.2842], [-0.3094, -0.2132, -1.3741]], "lumo_energy_ev": -2.737, "charge": 0, "spin_multiplicity": 1, "homo_lumo_gap_ha": 0.225, "e_homo_ev": -8.86, "e_above_lowest_kj_mol": 106.1, "largest_force_ev_per_a": 1.70}

---

[3]
{"formula": "C30H44N4P2SiZr", "method": "ωB97M-V/def2-TZVPD", "species": ["Zr", "C", "C", "C", "C", "C", "C", "C", "C", "C", "H", "H", "H", "H", "H", "H", "H", "H", "H", "H", "H", "H", "H", "H", "H", "P", "P", "N", "N", "N", "N", "C", "C", "C", "C", "C", "C", "C", "C", "C", "C", "C", "C", "C", "C", "C", "C", "C", "C", "H", "H", "H", "H", "H", "H", "H", "H", "H", "H", "H", "H", "H", "H", "H", "H", "H", "H", "H", "H", "C", "Si", "C", "C", "H", "H", "H", "H", "H", "H", "H", "H", "H"], "xyz": [[-3.5125, -1.5375, -2.2108], [-4.6550, -0.2372, -4.3993], [-4.6303, 0.8854, -3.6182], [-5.7726, 1.3364, -2.7674], [-6.4562, 0.1312, -2.1225], [-5.5497, -1.0450, -1.7907], [-5.4731, -2.2924, -2.5794], [-5.9244, -2.4023, -4.0084], [-5.8687, -1.0694, -4.7747], [-1.4075, -2.4957, -1.5754], [-3.8684, -0.3151, -5.1567], [-3.8757, 1.6575, -3.8337], [-6.5094, 1.8645, -3.4007], [-5.4566, 2.0956, -2.0399], [-6.9450, 0.4455, -1.1834], [-7.2757, -0.2063, -2.7725], [-5.4851, -1.1614, -0.7172], [-5.3748, -3.2394, -2.0156], [-6.9206, -2.8667, -4.0941], [-5.2601, -3.1217, -4.5135], [-5.7650, -1.2803, -5.8508], [-6.8066, -0.5177, -4.6476], [-0.6453, -2.2621, -2.3286], [-1.4066, -3.5918, -1.4297], [-1.0253, -2.0468, -0.6329], [-2.3790, 0.4907, 0.5176], [-1.2128, 2.5091, -0.8785], [-3.6970, -0.8153, 0.6976], [-2.2567, 0.6480, 2.2582], [-1.3997, 1.3678, -2.3120], [-0.6583, 3.8450, -1.8800], [-3.6468, 1.7759, 0.1272], [-3.0311, 2.8296, -0.8206], [-3.5858, -2.1982, 0.1695], [-4.6817, -2.9034, 0.8180], [-5.4259, -1.9997, 1.5780], [-4.8160, -0.7393, 1.4871], [-1.7098, -0.3693, 3.0643], [-1.7366, 0.0543, 4.3896], [-2.2747, 1.3805, 4.4055], [-2.5639, 1.7225, 3.0885], [-0.3681, 1.0383, -3.1674], [-0.7467, -0.0107, -3.9944], [-2.0699, -0.3796, -3.6099], [-2.4597, 0.5099, -2.5601], [-1.1000, 4.2205, -3.1498], [-0.1891, 5.1039, -3.7121], [0.8822, 5.2627, -2.7630], [0.5868, 4.4638, -1.6687], [-4.0116, 2.2198, 1.0644], [-4.5217, 1.2894, -0.3411], [-3.4884, 2.8264, -1.8261], [-3.1808, 3.8450, -0.4125], [-2.5690, -2.5938, 0.2734], [-4.8050, -3.9857, 0.7521], [-6.2931, -2.2171, 2.1917], [-5.1057, 0.1987, 1.9561], [-1.3714, -1.2892, 2.6204], [-1.4131, -0.5195, 5.2468], [-2.4331, 2.0104, 5.2672], [-2.9616, 2.6286, 2.6660], [0.5748, 1.5673, -3.1392], [-0.1537, -0.5148, -4.7358], [-2.5596, -1.3531, -3.9425], [-3.3096, 0.4916, -1.8016], [-2.0324, 3.8279, -3.5319], [-0.2773, 5.5807, -4.6805], [1.7639, 5.8835, -2.8866], [1.1276, 4.2775, -0.7501], [1.9688, -1.2046, 0.3738], [1.2967, 0.4789, -0.1512], [1.1042, 1.6032, 1.3368], [2.4559, 1.2274, -1.4248], [1.4325, -1.6273, 1.2340], [3.0090, -1.0053, 0.6690], [1.9656, -1.9367, -0.4463], [2.0440, 1.4872, 1.9074], [0.9942, 2.6620, 1.0488], [0.2584, 1.3136, 1.9805], [3.4739, 1.2274, -0.9973], [2.4623, 0.6142, -2.3412], [2.1899, 2.2617, -1.6915]], "lumo_energy_ev": -8.136, "charge": 2, "spin_multiplicity": 1, "homo_lumo_gap_ha": 0.156, "e_homo_ev": -12.38, "largest_force_ev_per_a": 4.53}